{
  "formula": "C3H9N2O",
  "method": "ωB97M-V/def2-TZVPD",
  "elements": ["C", "C", "C", "N", "N", "O", "H", "H", "H", "H", "H", "H", "H", "H", "H"],
  "coordinates": [[2.73, -0.03, 0.51], [0.36, -0.74, 0.82], [-2.42, 1.01, -0.58], [1.32, -0.23, 0.14], [-1.22, 1.01, -0.11], [1.14, 0.28, -1.10], [3.47, -0.78, 0.19], [3.09, 0.85, -0.13], [-0.61, -0.99, 0.35], [0.59, -0.97, 1.77], [-3.19, 1.52, -0.12], [-2.69, 0.27, -1.35], [2.75, 0.18, 1.55], [0.15, 0.51, -1.00], [-0.95, 1.63, 0.56]],
  "mulliken_charge": [-0.80, -0.41, -0.29, 0.29, -0.48, -0.27, 0.31, 0.32, 0.39, 0.36, 0.29, 0.26, 0.36, 0.54, 0.13],
  "multiplicity": 3,
  "relative_energy_ev": 3.7922,
  "total_energy_ha": -303.93097,
  "s_squared": 2.0070,
  "total_charge": 1
}